57
Properties=species:S:1:pos:R:3:forces:R:3 method="wB97M-V/def2-TZVPD" total_charge=+1 gap_ha=0.10694 lumo_ha=-0.236 max_force_ev_per_a=1.307 e_tot_ev=-112526.5732
C 1.901 -3.816 3.439 0.31 0.64 0.24
C 3.239 -3.647 4.199 -0.16 -0.01 0.16
C 4.056 -4.947 4.315 -0.87 -0.67 -0.27
Cl 3.146 -6.308 5.072 0.60 0.82 -0.10
S 5.550 -4.521 5.357 0.70 0.36 0.06
Br 7.360 -4.617 4.066 -1.05 -0.26 0.73
H 2.010 -4.332 2.478 -0.07 -0.08 0.33
H 1.154 -4.270 4.096 0.17 -0.22 -0.37
H 1.541 -2.798 3.223 0.07 -0.33 0.00
H 3.860 -2.879 3.710 -0.02 -0.34 0.05
H 3.013 -3.265 5.208 0.14 -0.16 -0.21
H 4.399 -5.329 3.346 0.19 0.23 0.33
H 5.701 -5.541 6.280 -0.04 0.07 -0.97
C -0.451 -1.139 -0.069 -0.03 0.03 -0.05
C -1.396 -1.371 1.103 0.02 0.05 -0.19
N -1.407 -0.280 2.061 0.18 -0.01 0.35
C -2.072 -0.617 3.312 0.04 -0.13 0.12
C -3.569 -0.929 3.269 -0.11 0.02 0.13
C -1.711 1.034 1.518 0.10 0.25 -0.31
C -3.041 1.216 0.780 -0.09 0.12 0.01
H 0.560 -0.916 0.280 -0.04 0.07 0.03
H -0.404 -2.037 -0.688 -0.03 0.02 0.00
H -0.786 -0.321 -0.709 0.04 0.00 0.01
H -1.061 -2.278 1.616 -0.12 0.05 0.18
H -2.399 -1.586 0.710 -0.01 -0.10 -0.05
H -1.900 0.189 4.032 0.02 0.09 -0.14
H -1.558 -1.487 3.737 0.04 -0.04 -0.13
H -4.168 -0.030 3.132 -0.01 -0.03 -0.07
H -3.878 -1.374 4.217 0.02 0.00 -0.02
H -3.821 -1.639 2.480 0.02 0.02 -0.01
H -0.906 1.314 0.832 0.01 -0.13 0.00
H -1.650 1.777 2.318 -0.01 -0.19 0.15
H -3.242 0.404 0.079 0.02 0.00 0.01
H -3.016 2.143 0.203 0.03 -0.03 0.00
H -3.881 1.295 1.468 -0.03 -0.09 -0.04
C 0.450 3.129 -1.688 0.05 0.04 0.02
C 0.364 2.273 -2.944 0.05 0.14 0.09
N -0.753 2.622 -3.800 -0.24 -0.16 -0.10
C -1.016 1.635 -4.838 -0.07 -0.21 0.04
C 0.058 1.411 -5.904 -0.02 -0.04 -0.16
C -0.818 4.013 -4.222 0.00 0.32 0.18
C 0.380 4.592 -4.979 -0.01 0.10 -0.13
H -0.491 3.106 -1.133 -0.03 0.03 -0.06
H 1.236 2.746 -1.033 0.01 0.00 -0.02
H 0.694 4.168 -1.914 -0.03 -0.01 0.02
H 0.242 1.234 -2.625 -0.08 -0.05 -0.18
H 1.326 2.327 -3.475 0.09 -0.04 0.05
H -1.959 1.884 -5.332 0.03 0.15 0.05
H -1.205 0.677 -4.341 0.07 0.05 0.11
H 0.096 2.230 -6.621 0.07 0.02 0.04
H -0.171 0.505 -6.470 -0.01 0.01 0.03
H 1.051 1.280 -5.471 -0.01 0.03 0.01
H -0.986 4.630 -3.334 0.06 -0.10 0.04
H -1.720 4.160 -4.822 0.01 -0.22 -0.02
H 1.332 4.330 -4.513 -0.02 -0.02 0.01
H 0.315 5.682 -4.990 -0.01 -0.02 0.02
H 0.403 4.267 -6.018 0.09 -0.05 0.03

***

21
Properties=species:S:1:pos:R:3:forces:R:3 method="wB97M-V/def2-TZVPD" total_charge=+2 gap_ha=0.12083 lumo_ha=-0.505 max_force_ev_per_a=4.258 e_tot_ev=-28313.2829
C -3.693 0.718 0.312 0.12 1.25 0.81
C -3.028 -0.247 0.036 1.77 -1.64 0.37
C -2.136 -1.522 -0.017 -3.82 0.18 -1.04
O -1.168 -1.548 1.078 2.96 2.40 -1.90
P 0.141 -0.597 0.755 -2.43 -1.10 -0.19
O 1.390 -1.520 1.080 -0.34 1.18 1.16
O 0.143 0.581 1.888 0.14 -1.41 -2.38
O 0.231 -0.138 -0.796 -0.13 -0.31 3.37
C 0.646 1.235 -1.038 0.36 2.72 -2.08
O 1.998 1.410 -1.430 -1.11 -1.78 0.62
C 2.858 0.311 -1.092 1.68 0.59 -0.21
H -4.150 1.657 0.704 0.27 -1.43 -0.90
H -2.841 -2.389 0.169 1.05 0.90 -0.01
H -1.706 -1.690 -1.038 0.00 0.30 1.13
H -0.543 1.256 1.640 0.31 -0.23 0.71
H 0.439 1.966 -0.205 0.09 -1.09 -0.26
H 0.023 1.594 -1.917 0.56 -0.71 1.03
H 2.608 -0.662 -1.593 -0.13 0.86 0.69
H 3.890 0.597 -1.459 -1.29 -0.20 0.41
H 2.935 0.260 0.036 -0.09 -0.33 -0.86
Pd 1.964 -1.274 2.885 0.06 -0.15 -0.47

***

15
Properties=species:S:1:pos:R:3:forces:R:3 method="wB97M-V/def2-TZVPD" relative_energy_kcal_mol=14.6 total_charge=+2 gap_ha="0.07343 / 0.19515" s_squared=0.75 lumo_ha="-0.368 / -0.368" spin_multiplicity=2 max_force_ev_per_a=2.305 e_tot_ev=-20427.1733
O 0.129 3.174 -3.223 0.21 -1.08 -0.86
C -0.105 4.031 -2.228 -1.14 -0.56 1.92
C -0.531 3.608 -4.358 0.19 0.29 -0.01
O -0.022 3.737 -1.057 0.75 0.20 -0.79
O -0.647 5.138 -2.677 -0.25 0.86 -0.30
C -1.013 4.990 -4.065 -0.10 -0.03 -0.32
Cs 0.226 0.728 2.295 0.00 0.38 -0.15
H -0.424 -2.072 -1.684 -0.15 -0.63 0.70
H -0.772 2.887 -5.132 0.14 0.29 0.34
H -0.518 5.780 -4.646 -0.08 -0.14 0.13
C -0.361 -2.839 -0.867 0.67 0.59 -0.20
O -0.218 -2.477 0.352 -0.15 -0.13 0.73
O -0.322 -4.057 -1.134 -0.22 -0.94 0.16
Mg -0.132 -4.479 0.848 -0.14 0.91 -1.38
H -2.103 5.112 -4.155 0.29 0.00 0.02

***

66
Properties=species:S:1:pos:R:3:forces:R:3 method="wB97M-V/def2-TZVPD" relative_energy_kcal_mol=0.0 total_charge=+1 gap_ha="0.19857 / 0.21144" s_squared=1.15 lumo_ha="-0.177 / -0.165" spin_multiplicity=2 max_force_ev_per_a=2.062 e_tot_ev=-93284.3061
Tc -0.124 1.079 -1.202 -0.31 1.49 -1.39
N 7.053 1.174 6.238 -0.10 -0.01 -0.09
C 6.244 1.120 5.424 -0.36 -0.02 -0.40
C 5.219 1.049 4.387 0.49 -0.01 0.53
C 4.361 -0.043 4.343 -0.12 -0.12 -0.02
C 3.381 -0.109 3.365 0.02 -0.07 0.05
C 3.264 0.906 2.422 -0.15 0.07 -0.18
C 4.133 1.991 2.467 0.09 0.11 0.07
C 5.105 2.068 3.451 0.00 0.14 -0.11
C 2.218 0.865 1.352 0.15 -0.07 0.25
C 0.888 0.943 1.756 -0.12 0.07 -0.31
C 0.388 1.012 3.078 -0.08 0.00 0.30
C -0.988 1.014 3.000 0.08 0.05 -0.05
C -1.303 0.974 1.626 0.29 -0.07 -0.16
N -0.196 0.935 0.876 -0.20 -0.08 0.47
C 2.682 0.738 0.040 -0.14 -0.09 -0.21
C 4.018 0.534 -0.367 0.19 -0.03 0.04
C 4.027 0.397 -1.743 -0.11 0.03 0.01
C 2.695 0.519 -2.152 0.06 0.04 0.07
N 1.875 0.716 -1.103 0.07 -0.06 0.02
H 4.464 -0.833 5.075 -0.02 0.00 -0.03
H 2.712 -0.961 3.328 0.02 0.04 0.00
H 4.038 2.785 1.737 0.01 -0.04 0.03
H 5.777 2.915 3.496 -0.01 0.00 -0.01
H 0.990 1.057 3.974 -0.06 -0.03 -0.09
H -1.696 1.052 3.815 0.07 0.00 -0.08
H -2.275 0.985 1.155 0.06 -0.01 0.06
H 4.870 0.478 0.296 -0.09 0.01 -0.06
H 4.877 0.231 -2.389 -0.09 0.01 0.08
H 2.294 0.469 -3.153 0.04 -0.02 0.05
S -0.221 1.220 -3.593 -0.07 -1.02 1.30
S 0.551 2.942 -4.195 -0.13 0.56 -0.84
S 1.485 3.754 -2.621 0.34 0.38 0.47
S 0.334 3.356 -0.979 0.11 -0.82 0.07
O -2.224 1.423 -1.121 -0.30 0.00 0.10
S -3.087 2.337 -2.023 0.69 -0.35 -0.31
C -3.146 3.916 -1.154 -0.06 0.20 0.17
C -4.593 4.131 -0.698 0.11 0.02 -0.01
C -5.143 2.746 -0.371 0.11 -0.08 -0.03
C -4.766 1.899 -1.583 -0.19 -0.20 0.14
H -2.740 4.680 -1.813 -0.05 0.09 0.04
H -2.454 3.772 -0.322 -0.08 0.06 0.02
H -5.175 4.582 -1.503 -0.02 0.02 0.00
H -4.627 4.812 0.151 0.01 0.00 0.02
H -6.218 2.743 -0.196 0.02 0.02 -0.05
H -4.657 2.343 0.521 -0.01 0.03 0.01
H -5.381 2.134 -2.455 0.02 0.00 0.02
H -4.751 0.819 -1.437 -0.12 0.03 0.02
N -0.536 -0.950 -1.329 -0.08 -0.04 0.03
C -0.637 -2.102 -1.321 0.08 -0.34 -0.01
N -0.744 -3.394 -1.321 0.02 -0.14 0.03
C -1.364 -4.108 -0.162 0.15 0.18 -0.53
C -1.859 -5.464 -0.653 0.06 -0.08 0.08
C -2.480 -5.344 -2.042 0.02 0.10 -0.04
C -1.434 -4.939 -3.103 -0.03 -0.09 -0.01
C -0.256 -4.210 -2.469 -0.19 0.27 0.47
H -2.194 -3.499 0.192 -0.06 0.04 -0.01
H -0.636 -4.198 0.642 0.09 -0.04 0.06
H -2.580 -5.833 0.074 -0.03 -0.06 -0.03
H -1.036 -6.183 -0.668 -0.02 0.01 -0.01
H -3.274 -4.593 -2.004 0.02 0.00 -0.01
H -2.958 -6.279 -2.327 0.00 -0.03 0.01
H -1.894 -4.305 -3.861 -0.03 -0.01 0.00
H -1.042 -5.817 -3.620 -0.04 -0.02 0.01
H 0.260 -3.551 -3.161 -0.04 0.06 -0.03
H 0.484 -4.901 -2.070 0.03 -0.08 0.02

***

116
Properties=species:S:1:pos:R:3:forces:R:3 method="wB97M-V/def2-TZVPD" total_charge=+1 gap_ha=0.29105 lumo_ha=-0.104 max_force_ev_per_a=11.352 e_tot_ev=-230373.9233
Zr 0.392 -0.466 0.601 -0.54 -0.20 -2.15
P 1.411 -1.161 2.681 3.05 -3.20 8.32
O 2.228 -0.822 1.440 9.42 2.05 -5.99
O -0.128 -1.069 2.434 -10.74 -1.47 2.37
O 1.043 -2.161 1.511 -1.10 -8.78 -4.28
O 1.011 0.303 2.338 0.06 10.97 1.91
C 2.044 4.640 0.308 0.02 1.10 0.63
C 2.730 4.665 -1.013 -0.43 -0.23 -0.07
O 2.876 3.279 -1.390 0.38 -1.78 1.35
S 2.876 2.254 -0.034 -0.80 -0.35 -0.01
O 4.150 1.635 0.255 -1.91 1.56 -0.68
O 1.731 1.300 -0.089 2.27 3.28 -0.73
O 2.546 3.462 0.999 -0.26 -0.72 -0.69
H 0.967 4.778 0.220 -0.15 -1.14 0.35
H 2.394 5.537 0.819 0.02 -0.39 0.66
H 3.645 5.241 -0.875 0.48 -0.69 -0.68
H 2.065 5.145 -1.732 0.31 -0.16 -0.25
C 2.001 -4.978 2.484 -1.25 2.42 -4.45
C 0.636 -5.229 1.711 1.98 0.56 0.50
O 0.517 -6.627 1.922 -0.23 -1.52 1.45
S 1.120 -7.086 3.434 1.17 -1.27 -0.19
O 2.144 -8.160 3.305 -2.88 3.07 -0.14
O 0.069 -7.266 4.426 1.78 0.78 -1.96
O 1.886 -5.622 3.627 -0.96 -2.99 3.98
H 2.112 -3.897 2.573 0.24 -0.22 0.66
H 2.814 -5.374 1.875 0.18 -0.05 -0.19
H 0.759 -4.977 0.657 0.05 -0.59 -0.11
H -0.211 -4.637 2.058 -0.02 -0.27 0.52
C -5.397 -0.649 0.600 2.18 1.66 0.37
C -5.165 -0.482 2.090 -2.62 -2.06 0.50
O -3.816 -0.755 2.365 3.45 -0.07 -0.23
S -3.076 -1.695 1.274 -2.84 -0.39 -2.13
O -2.861 -3.104 1.651 -0.12 4.15 -0.71
O -2.070 -0.902 0.523 -1.15 -1.38 1.84
O -4.423 -1.619 0.253 1.80 -2.01 0.29
H -5.017 0.269 0.153 -0.49 0.27 -0.27
H -6.377 -0.876 0.178 0.17 -0.34 0.57
H -5.612 -1.335 2.601 -0.95 0.28 0.14
H -5.552 0.442 2.519 0.74 0.10 -0.05
C -3.328 3.626 -1.143 1.32 0.39 0.01
C -2.611 4.600 -0.250 -0.70 2.33 0.46
O -1.569 4.014 0.486 0.99 -3.73 0.32
S -2.063 2.440 0.810 -1.28 -0.69 0.23
O -2.939 2.337 1.992 2.84 0.21 -2.97
O -0.917 1.479 0.635 -3.17 3.59 0.57
O -3.098 2.356 -0.526 0.75 -0.73 1.34
H -2.857 3.606 -2.126 0.04 -0.21 0.05
H -4.339 4.011 -1.278 -0.39 -0.98 0.43
H -3.185 5.051 0.559 -0.89 0.08 -0.53
H -2.237 5.401 -0.888 0.45 0.02 0.30
C 4.884 -1.727 -0.124 -0.31 1.08 -0.12
C 4.165 -3.071 -0.191 -0.36 -0.30 1.23
O 3.446 -3.199 -1.488 -0.26 1.56 0.11
S 3.051 -1.691 -1.941 1.34 0.98 -0.52
O 1.896 -1.115 -1.163 3.07 -1.91 -2.36
O 3.036 -1.548 -3.428 -0.17 -0.46 4.67
O 4.514 -1.099 -1.330 -2.69 0.86 -3.10
H 5.974 -1.724 -0.134 -0.08 -0.54 -0.02
H 4.564 -1.008 0.630 -0.17 -0.82 0.60
H 3.387 -3.112 0.572 0.19 -0.15 0.04
H 4.915 -3.846 -0.034 -0.58 -0.43 -0.65
C -2.852 -3.071 -3.488 -1.78 0.42 -1.59
C -1.820 -2.336 -4.308 1.21 -1.71 -0.68
O -0.735 -2.195 -3.420 1.81 0.06 2.46
S -0.948 -3.091 -2.003 -0.17 -1.71 -2.06
O -0.444 -2.347 -0.879 -0.42 -1.00 -1.26
O -0.557 -4.528 -2.182 -1.23 4.74 0.49
O -2.551 -2.851 -2.139 1.42 -1.20 1.50
H -2.855 -4.111 -3.814 -0.15 -0.15 0.66
H -3.816 -2.607 -3.700 -0.18 -0.39 0.39
H -2.123 -1.430 -4.834 0.18 0.30 0.76
H -1.403 -3.034 -5.034 -0.51 0.12 -0.60
C -0.001 1.116 -5.167 0.86 0.99 -1.10
C 1.412 1.389 -4.639 1.90 -0.27 -0.93
O 1.456 1.200 -3.220 -1.69 -0.32 0.66
S -0.043 1.331 -2.614 1.69 0.13 -1.61
O -0.267 2.723 -2.325 -0.50 -1.36 0.02
O -0.228 0.311 -1.610 -0.57 1.11 -1.61
O -0.763 0.906 -4.033 -1.56 -0.13 3.09
H -0.181 0.308 -5.877 0.64 -0.62 0.52
H -0.329 1.972 -5.756 -0.26 0.47 0.45
H 1.819 2.373 -4.871 -0.63 0.31 0.13
H 2.173 0.733 -5.060 -0.25 -0.43 0.18
C -4.460 1.979 -4.869 -0.02 1.66 -0.93
C -4.289 0.651 -5.539 0.18 -1.37 1.73
O -4.856 -0.239 -4.540 0.39 -0.66 1.95
S -4.445 0.220 -2.971 -2.28 -0.66 -0.63
O -3.120 -0.230 -2.573 -2.02 1.37 -0.99
O -5.596 -0.148 -2.104 3.16 1.54 -2.76
O -4.470 1.832 -3.467 0.18 -1.97 2.16
H -5.385 2.443 -5.210 -0.14 0.04 0.35
H -3.640 2.674 -5.052 0.01 -0.08 -0.39
H -3.238 0.369 -5.585 0.04 0.12 -0.74
H -4.898 0.454 -6.421 0.44 0.35 -0.06
C 5.712 0.692 3.085 0.52 -0.97 1.38
C 4.409 0.509 3.914 -1.09 1.66 -1.64
O 4.352 -0.734 4.539 1.36 -2.42 -0.39
S 5.418 -1.830 3.828 2.06 1.75 0.97
O 4.928 -2.937 3.035 -0.29 2.00 0.74
O 6.399 -2.117 4.851 -1.51 0.12 -1.25
O 6.076 -0.676 2.822 -0.85 -1.66 -0.48
H 6.608 1.084 3.566 -0.41 0.30 0.75
H 5.636 1.282 2.171 -0.63 -0.54 -0.15
H 3.562 0.533 3.228 0.07 -0.02 -0.55
H 4.124 1.313 4.593 0.80 -0.19 0.56
C -0.292 1.886 4.786 -0.17 -1.19 -0.23
C 0.283 2.848 3.729 0.46 -0.09 0.76
O -0.653 3.911 3.615 -1.25 0.45 0.94
S -1.795 3.958 4.864 0.47 1.72 0.00
O -3.102 4.238 4.217 3.35 -1.44 1.76
O -1.340 4.866 5.930 -1.03 -1.97 -2.37
O -1.459 2.431 5.380 -2.02 2.29 -0.87
H 0.295 1.669 5.678 0.73 -0.02 -0.59
H -0.605 0.968 4.289 0.17 -0.13 0.17
H 0.467 2.402 2.751 -0.67 -0.16 0.17
H 1.281 3.156 4.041 -0.11 0.70 0.26

***

36
Properties=species:S:1:pos:R:3:forces:R:3 method="wB97M-V/def2-TZVPD" total_charge=+2 gap_ha=0.07887 lumo_ha=-0.433 max_force_ev_per_a=2.533 e_tot_ev=-28896.7480
C 4.218 -2.085 -0.303 -0.40 0.72 0.05
B 3.775 -0.667 -0.832 0.33 -1.05 0.35
O 4.668 0.129 -1.551 -0.87 0.80 0.58
C 2.275 -0.192 -0.495 1.10 -0.11 -0.80
C 1.264 -1.149 -0.411 0.45 -0.35 0.02
C -0.017 -0.779 -0.091 -1.15 0.16 0.23
C -0.315 0.557 0.139 -1.53 -0.53 0.17
C 0.647 1.509 0.041 0.52 0.51 0.02
C 1.942 1.134 -0.285 -0.49 0.89 -0.13
C 2.939 2.266 -0.358 0.59 -1.04 0.31
C -1.740 0.967 0.538 0.06 0.77 0.34
O -1.858 2.116 0.934 -0.13 -0.41 -0.29
C -2.866 -0.002 0.470 0.24 -0.14 -0.31
C -4.348 0.401 0.669 0.28 0.11 0.64
N -4.607 1.742 1.170 0.79 -0.27 -0.51
C -2.578 -1.289 0.210 0.19 -0.39 -0.01
C -3.606 -2.386 0.093 0.63 -0.07 -0.71
C -1.154 -1.765 0.034 0.32 -0.94 -0.06
O -0.907 -2.953 -0.009 -0.15 0.75 -0.02
H 3.703 -2.835 -0.923 0.34 -0.07 0.10
H 3.837 -2.229 0.719 0.12 -0.12 -0.20
H 5.301 -2.225 -0.318 -0.22 -0.18 -0.15
H 5.251 0.636 -0.975 0.57 -0.42 -0.26
H 1.507 -2.190 -0.603 -0.21 0.08 0.12
H 0.397 2.562 0.217 -0.12 -0.20 0.08
H 3.718 2.130 -1.124 -0.08 0.13 0.20
H 2.307 3.154 -0.697 -0.38 -2.39 -0.30
H 3.327 2.469 0.658 0.13 0.42 -0.34
H -4.760 -0.294 1.412 0.10 0.04 -0.20
H -4.874 0.186 -0.269 0.02 0.37 0.11
H -4.042 1.872 2.005 -0.41 0.10 0.16
H -4.238 2.428 0.517 -0.38 0.08 0.01
H -3.301 -2.997 -0.768 -0.11 -0.01 0.26
H -3.570 -3.061 0.955 -0.17 0.23 -0.05
H -4.608 -2.025 -0.130 0.08 0.01 0.38
Sn 2.312 4.865 -0.640 -0.01 2.53 0.20

***

10
Properties=species:S:1:pos:R:3:forces:R:3 method="wB97M-V/def2-TZVPD" relative_energy_kcal_mol=13.2 total_charge=0 gap_ha=0.39206 lumo_ha=-0.007 max_force_ev_per_a=3.791 e_tot_ev=-151832.9785
H 1.726 -1.222 -0.439 -2.34 -0.65 1.15
N 0.776 -1.360 0.098 2.40 0.56 -1.04
C -0.067 -0.541 -0.299 0.28 0.11 -0.23
Br 0.178 0.642 -1.793 -0.16 -0.16 -0.28
C -1.393 -0.356 0.408 -2.65 0.64 -0.13
F -2.042 0.759 -0.104 0.99 -0.75 1.10
F -2.314 -1.338 0.175 1.22 0.01 -0.02
Br -1.197 -0.239 2.353 0.03 0.20 -0.79
F 2.278 1.552 0.121 1.17 -2.19 2.86
H 2.056 2.102 -0.521 -0.94 2.24 -2.62

***

13
Properties=species:S:1:pos:R:3:forces:R:3 method="wB97M-V/def2-TZVPD" relative_energy_kcal_mol=91.0 total_charge=0 gap_ha="0.31901 / 0.30734" lumo_ha="-0.001 / -0.022" max_force_ev_per_a=3.989 e_tot_ev=-9022.3237
C 1.051 -0.252 -0.978 -0.32 -0.07 1.12
C -0.676 1.539 -0.360 -0.87 -1.74 -3.48
C -0.391 -1.659 1.110 0.94 0.40 -0.46
C 0.413 0.642 0.034 1.30 -1.44 -1.18
O 2.164 -0.714 -0.967 0.81 0.30 0.43
F 1.183 1.062 1.034 0.10 0.19 0.00
H 0.383 -0.634 -1.738 -0.91 0.27 -0.59
H -1.119 1.838 0.498 -1.93 1.07 2.64
H -1.436 0.964 -1.047 1.36 0.99 1.46
H -0.428 2.445 -0.927 0.56 -0.23 0.08
H 0.538 -2.137 1.487 -0.79 0.72 -0.01
H -1.115 -1.190 1.793 0.39 -0.48 -0.63
H -0.568 -1.904 0.061 -0.64 0.02 0.63